Molecular formula: C6H2Br4O
Method: DFT, ωB97M-V/def2-TZVPD

```
13
Properties=species:S:1:pos:R:3:forces:R:3
Br 1.47020 2.98165 0.22558 0.06 0.12 -0.02
Br -0.41116 -1.23483 -3.17900 -0.07 0.39 0.92
Br 0.90837 -1.94522 2.01715 -0.50 0.32 -0.53
Br -1.98382 -0.51002 2.18561 0.35 -0.28 -0.36
O 0.74398 1.50918 -2.15985 -0.48 -0.03 -2.02
C 0.61696 1.33652 0.05712 -1.21 -0.88 2.30
C -0.31394 -0.67439 1.08695 -1.95 -2.00 -0.69
C 0.30581 0.83704 -1.27150 1.65 -0.01 -0.17
C -0.69805 -1.19575 -0.31293 0.86 0.28 -0.25
C 0.27270 0.62707 1.14472 1.65 1.47 -0.76
C -0.26160 -0.53497 -1.39861 -0.65 0.11 0.18
H -1.23360 -2.12707 -0.51289 0.28 0.13 0.83
H 0.58416 0.93079 2.11766 0.00 0.38 0.57
```
Positions in Å, forces in eV/Å.

E_HOMO, Ha: -0.36355
Lowest unoccupied orbital energy, hartree: -0.0521
E_tot, Ha: -10601.08780

---

Molecular formula: C6H30N2O7
Method: DFT, ωB97M-V/def2-TZVPD

```
45
Properties=species:S:1:pos:R:3:forces:R:3
O -2.06709 2.52465 -0.02342 -0.12 0.01 0.84
O 0.73578 3.38202 -1.16234 -0.24 1.78 -1.94
O -1.80060 0.54123 3.52354 -0.73 0.19 0.97
O -1.56571 1.46566 -2.44149 -0.20 0.75 0.01
O 0.08949 -1.78814 3.25955 0.03 -0.56 0.38
O -0.19491 0.76570 1.46624 -0.15 0.17 -0.76
O 3.21560 -0.25606 3.47891 2.67 0.34 1.26
N 2.22285 0.91386 -0.43346 1.84 1.73 -0.70
N -0.12216 -0.80724 -1.49247 -0.53 -1.35 0.18
C 1.13555 -1.01979 -2.20067 0.33 -1.40 -0.12
C 2.28165 -1.45519 -1.30058 1.65 -1.15 -0.25
C -3.09004 -1.61645 -2.06793 1.26 -1.77 -1.36
C 2.69552 -0.46103 -0.21578 -0.82 0.07 1.22
C -2.21241 -1.84072 -0.82362 -0.40 1.87 1.41
C -0.73015 -2.10726 -1.05953 -0.09 -0.24 -0.19
H 1.30086 1.15089 -0.74991 -0.51 -0.93 0.00
H -0.97326 1.28772 1.18187 0.32 0.18 -0.42
H -1.86230 2.11458 -0.87786 -0.32 -0.21 -0.43
H 3.79703 -0.40829 -0.03587 -0.90 -0.07 -0.32
H 2.95479 0.46717 2.95590 -0.88 1.01 -1.03
H 0.45556 3.20132 -0.27813 -0.48 0.39 0.93
H -2.12332 -0.88331 -0.21519 -0.66 -0.69 -0.61
H -1.77492 1.44798 3.90270 0.19 -0.99 -0.99
H 0.42808 4.31250 -1.42791 0.53 -2.19 0.95
H 3.15302 -1.76269 -1.91841 -0.23 0.87 -0.15
H -4.10138 -2.02447 -1.94314 0.10 0.79 0.14
H -0.24272 -2.60778 -0.16954 -0.40 0.72 -0.81
H -2.76524 -2.47421 -0.11862 0.67 -0.49 -0.28
H -1.50002 0.49490 2.60412 0.08 0.56 0.99
H -0.61491 -2.77076 -1.93250 0.05 0.01 0.38
H -1.29634 0.55274 -2.29976 0.33 -0.97 0.09
H 0.56564 1.31405 1.24145 0.31 -0.06 0.08
H -0.01121 -0.18396 -0.68105 0.05 -0.71 -0.30
H 2.60487 -0.94814 3.48197 -1.87 -1.38 -0.21
H 2.77641 1.42725 -1.15860 -0.24 -0.74 1.11
H 2.13312 -2.47715 -0.87552 -0.70 0.82 0.12
H 2.26609 -0.80170 0.77276 0.39 0.34 -0.94
H -0.61878 -1.49432 3.84734 0.10 0.09 -0.06
H -0.77879 1.94761 -2.16686 0.49 0.36 -0.50
H 0.21021 -1.04968 2.67112 -0.05 0.55 -0.41
H -3.02291 2.40778 0.04894 0.14 0.11 0.11
H 1.29569 -0.12102 -2.77931 0.66 0.17 -0.16
H -3.00879 -0.63070 -2.51315 -0.57 0.25 0.34
H 1.11331 -1.89988 -2.91819 -0.86 1.24 0.49
H -2.68745 -2.26830 -2.91214 -0.28 0.51 0.94
```
Positions in Å, forces in eV/Å.

SMILES string: CCCNCCCN.O.O.O.O.O.O.O
E_HOMO, Ha: -0.34928
Lowest unoccupied orbital energy, hartree: 0.0041
E_tot, Ha: -882.74624

---

Molecular formula: C6H31NO10
Method: DFT, ωB97M-V/def2-TZVPD

```
48
Properties=species:S:1:pos:R:3:forces:R:3
O -0.96220 0.66265 -0.70705 0.00 0.23 0.27
O -3.23713 -1.44338 -3.71816 -2.10 -4.21 1.24
O 2.22092 1.63794 2.94190 2.26 2.85 0.68
O 1.49992 2.30027 -2.35233 1.11 -2.56 -2.17
O -0.64943 5.14092 0.20571 2.01 0.47 -1.99
O 0.61077 -0.64885 4.29202 2.62 -1.49 -2.93
O 0.72115 2.99151 0.91109 1.75 0.33 1.74
O -0.31484 -0.40718 -3.63522 1.81 0.95 1.59
O -0.67519 -3.09729 -4.20846 3.51 -0.88 -2.57
O 2.67895 -1.57160 2.36811 -6.77 -0.41 -1.88
N -0.60104 -1.18710 0.50950 -7.66 -1.31 5.39
C 1.57620 -0.72430 -0.38104 -1.66 -1.22 1.57
C -2.56835 0.43374 0.97472 -0.11 2.45 0.75
C 0.34306 -2.73719 -1.30807 0.80 -1.30 2.29
C 0.50409 -1.83876 -0.01644 3.58 -1.28 -1.67
C -2.05066 0.89409 2.37657 -0.03 -1.95 -1.45
C -1.35836 -0.02579 0.23220 2.61 -0.03 -3.55
H 1.31682 -2.65560 -1.85146 -1.16 -0.24 -0.04
H 0.70896 2.47340 -1.92747 -2.33 1.02 1.40
H -1.76619 -0.04718 2.78521 0.60 -0.45 1.15
H 0.17602 -3.84296 -0.98711 0.23 1.89 -0.79
H 0.32781 -2.91015 -4.49244 -3.57 -0.53 0.86
H 1.59755 2.97638 1.41147 -1.66 -0.26 -0.70
H -3.39624 -0.22686 0.90223 -0.46 -1.38 0.87
H -1.21962 1.55231 2.36362 1.20 0.32 -0.82
H 2.19561 2.87112 -2.13097 0.99 1.46 0.69
H -2.66213 1.39459 3.04210 -2.21 0.63 1.01
H -0.76416 -2.55994 -3.45388 -0.15 1.03 1.18
H 1.27369 -0.29697 -1.29562 -0.37 1.01 -0.80
H 0.30656 -1.46358 3.85129 0.67 0.42 0.00
H 0.22068 0.42438 -3.65531 -0.76 -0.51 -0.54
H -0.53351 -2.39044 -1.78534 -0.68 0.21 -0.89
H 1.67336 0.90281 2.82792 -1.29 -1.98 0.76
H 2.58104 1.75008 3.85724 -0.93 -0.82 -1.33
H 3.49859 -1.61432 2.67435 5.55 0.53 1.30
H 0.87762 2.51379 0.10910 0.10 -0.58 -0.73
H 2.42307 -0.98645 1.63499 1.37 -0.29 0.66
H 2.49475 -1.22398 -0.60927 0.93 0.06 0.57
H -1.40946 5.23904 0.70866 -1.95 0.05 1.59
H -1.35158 -1.80581 1.18256 3.26 1.67 -2.37
H 0.02111 -0.68698 -2.74102 -0.94 0.12 -1.05
H -3.06094 1.30429 0.46864 1.28 -0.53 -0.14
H -0.06639 -0.48249 4.85381 -3.23 1.18 2.94
H -2.57205 -1.94200 -4.16102 0.88 -0.37 -0.72
H -0.03499 4.51354 0.60928 -0.34 -0.24 0.22
H -3.05898 -0.57617 -3.80761 1.27 4.50 -0.55
H 0.96320 -2.61594 0.68932 -0.77 1.77 -0.14
H 1.50191 0.03244 0.44171 0.78 -0.33 -0.89
```
Positions in Å, forces in eV/Å.

SMILES string: CCC(=O)NC(C)C.O.O.O.O.O.O.O.O.O
E_HOMO, Ha: -0.35443
Lowest unoccupied orbital energy, hartree: 0.0030
E_tot, Ha: -1054.23875

---

Molecular formula: C6H31NO10
Method: DFT, ωB97M-V/def2-TZVPD

```
48
Properties=species:S:1:pos:R:3:forces:R:3
O -1.07418 -3.16251 2.88041 -1.36 1.90 2.67
O -0.59135 4.48613 1.15159 5.55 5.03 -3.71
O 1.01665 -3.08944 1.27053 0.01 -0.72 1.10
O -1.19345 2.58814 -0.99275 -1.76 1.73 -5.52
O -1.94520 -2.84422 -3.04253 -0.85 -1.16 -0.60
O 2.24134 -1.27931 -3.66327 3.08 0.50 1.27
O -0.40308 0.39022 -3.54644 -1.07 4.63 -0.27
O 1.15348 2.45166 -2.01158 -2.15 1.68 -0.94
O -2.04605 2.52008 2.32505 0.22 3.89 2.26
O -0.78777 0.78222 3.58275 -0.38 -1.52 5.06
N 2.16075 -0.00395 -0.14349 1.83 -0.15 -2.23
C 3.11535 0.24562 0.90180 0.51 2.46 0.21
C 1.09268 -0.90637 0.05927 -3.51 -0.13 -1.54
C 1.31948 -2.51231 0.28874 0.68 1.85 -2.99
C -1.38105 -0.45201 0.92124 -1.60 -3.56 0.80
C 0.12658 -0.30956 1.20512 0.27 -2.91 -1.05
C -1.90632 -0.83772 -0.58556 -0.10 0.87 4.40
H 2.65981 -0.19468 -1.04079 -0.63 -0.02 1.12
H -1.05623 -3.89019 2.32886 0.40 -2.09 -1.82
H 0.37739 2.42280 -1.38764 0.81 -0.28 -0.64
H -0.81440 3.30514 -0.51589 0.28 1.58 1.63
H -1.49444 0.63500 4.36822 2.03 0.69 -2.97
H -1.62660 -2.28149 -2.37723 0.13 1.09 1.80
H 0.02220 0.53960 4.14059 -1.26 0.43 -1.42
H -0.03440 1.02226 -2.87167 -0.06 -1.19 -0.77
H -1.82936 0.41314 1.26548 -0.96 1.81 -0.22
H 3.23886 -1.57561 -3.36708 -3.84 1.64 -1.19
H -1.70559 -0.12864 -1.30197 1.24 1.90 -1.47
H 0.49604 -0.90463 -1.07564 1.53 -0.13 3.24
H 3.37272 -0.58378 1.51245 0.45 -0.99 0.44
H -1.33725 -2.61091 -3.71869 0.64 -0.10 -1.58
H 1.77556 1.86281 -1.69197 1.97 -1.83 1.33
H 0.27079 0.71088 1.47754 0.96 0.65 -0.29
H -2.97944 -0.79989 -0.58796 -0.60 -0.84 0.27
H 0.35542 -0.93415 2.09273 0.00 0.69 -0.34
H -1.90798 -1.14757 1.86718 1.53 1.18 -3.30
H -1.46818 -1.74967 -0.84515 0.19 -1.58 -0.18
H 4.01658 0.76378 0.49145 -0.45 -0.97 -0.01
H -1.38941 3.17042 -1.99597 0.69 -2.89 4.52
H -1.73454 1.87473 1.77976 0.89 -2.76 -2.20
H -0.34542 -2.59292 2.67754 0.59 -0.07 -0.43
H 0.34947 4.93298 1.40955 -3.88 -2.16 -0.40
H 2.78344 1.06097 1.57304 -0.43 -0.53 -0.01
H -2.97047 2.49235 2.42256 -1.64 -0.28 -0.21
H 2.14559 -0.27060 -3.63475 0.66 -2.07 -0.08
H -0.16427 -0.47185 -3.43795 1.36 -3.36 0.94
H -0.97891 3.94536 1.74606 -1.62 -2.86 3.91
H 1.68441 -3.09758 -0.67223 -0.33 0.96 1.38
```
Positions in Å, forces in eV/Å.

SMILES string: CCC[C@H](C=O)NC.O.O.O.O.O.O.O.O.O
E_HOMO, Ha: -0.33280
Lowest unoccupied orbital energy, hartree: 0.0002
E_tot, Ha: -1054.13415

---

Molecular formula: C6H32O11
Method: DFT, ωB97M-V/def2-TZVPD

```
49
Properties=species:S:1:pos:R:3:forces:R:3
O -3.41274 -0.11971 -0.20222 -0.60 -1.09 0.61
O -1.69740 3.63329 0.81372 0.27 0.24 0.09
O -2.01043 1.63322 2.78951 0.29 2.26 0.13
O 3.85188 -1.08268 1.01868 -1.08 3.00 -1.08
O -2.40871 2.15788 -1.28707 -0.57 -0.56 -0.34
O 3.08375 0.95516 -0.64054 1.55 1.05 2.14
O 2.52555 -2.45261 -0.80712 -0.92 0.95 -0.41
O -0.71446 1.71251 -3.26738 -0.87 1.04 -0.99
O 1.33330 -3.61076 1.27305 -1.96 -0.62 -0.96
O 1.50752 0.07818 -2.70769 0.11 1.66 1.48
O -2.56661 -0.98047 2.18658 1.27 -0.47 -2.44
C 0.98644 0.75272 1.47135 1.39 1.45 0.68
C 1.19677 0.80110 2.77638 0.01 1.68 1.71
C -0.86597 -1.51735 -0.80853 -0.28 -0.57 0.33
C 0.54295 -0.46893 0.87676 -0.42 1.64 -2.92
C -1.29308 -1.58138 -2.28513 -0.47 1.61 0.66
C -0.14177 -0.30418 -0.28060 0.08 -2.48 0.27
H 1.58118 -0.56414 -1.98948 -0.28 -0.95 -0.50
H -2.31605 0.74689 2.59653 0.44 -1.08 0.49
H 0.05620 1.27540 -2.89980 0.84 0.24 -0.14
H -1.99658 2.66127 -0.56282 0.08 0.16 -0.11
H -1.71956 3.02705 1.58031 -0.06 -0.18 0.03
H -4.20563 -0.54498 -0.54892 0.20 0.36 0.00
H 3.80615 1.60858 -0.73579 -0.80 -0.58 -0.46
H 1.15413 -0.06808 3.38050 -0.34 -1.05 0.35
H 2.70815 0.69365 -1.45894 -0.21 0.08 -1.79
H -1.79720 1.98632 -2.03309 -0.11 0.27 0.53
H -0.37590 -2.44927 -0.48467 0.60 0.31 -0.52
H 1.53871 -0.28023 -3.57064 0.23 -1.16 -1.03
H -2.72659 -0.59920 1.25894 -0.91 -0.05 1.24
H 1.24596 1.70539 3.44090 0.53 -0.56 -1.25
H -0.56013 2.61239 -3.64311 0.40 -1.33 0.65
H -0.84879 4.09003 0.82498 -0.14 -0.11 0.15
H 3.72807 -0.19737 0.43312 0.53 -2.38 1.11
H 2.90930 -1.84755 -0.10256 0.72 -1.08 -0.65
H -1.34755 1.72004 3.49324 -0.57 -0.89 -0.46
H 3.18510 -0.81983 1.68164 0.38 -0.36 0.22
H -1.43897 -2.63173 -2.47369 -1.12 -0.16 -0.48
H 2.04343 -3.31970 1.78026 1.97 0.45 1.81
H -3.18577 0.66962 -0.69396 0.19 1.16 -0.67
H 3.10974 -3.14544 -1.12085 0.43 0.25 0.41
H 1.52278 -3.14345 0.44600 -0.09 -0.35 -0.54
H -1.74780 -1.63553 -0.16533 -0.23 0.32 -0.71
H -2.10087 -0.78903 -2.50985 0.63 -1.87 0.39
H -0.25923 0.59492 -0.87220 0.02 0.37 0.70
H -1.82236 -1.54472 1.84204 -0.64 0.38 1.40
H -0.53795 -1.29219 -2.99014 0.86 0.13 -0.08
H 1.21619 1.66267 0.85311 -0.94 -1.04 0.50
H 0.73564 -1.44912 1.27702 -0.37 -0.07 0.48
```
Positions in Å, forces in eV/Å.

SMILES string: C=C/C=C/CC.O.O.O.O.O.O.O.O.O.O.O
E_HOMO, Ha: -0.31447
Lowest unoccupied orbital energy, hartree: -0.0031
E_tot, Ha: -1075.37958

---

Molecular formula: C6H33N2O9
Method: DFT, ωB97M-V/def2-TZVPD

```
50
Properties=species:S:1:pos:R:3:forces:R:3
O -2.27949 -2.05384 -2.38259 -1.37 -1.44 -0.07
O -0.08396 1.04460 -2.43381 0.11 1.85 1.50
O -3.20556 -3.59385 0.33140 -0.98 -0.18 0.38
O -0.01973 -1.23630 -3.55609 1.11 -1.52 0.36
O 2.33461 -0.69070 4.06487 -0.49 -0.32 0.12
O 2.47936 3.04770 -2.25710 -0.88 0.92 0.18
O 2.19127 0.24145 -4.04152 -0.06 -0.47 -0.16
O 1.59212 1.48487 -0.36119 -0.10 -0.23 0.21
O 1.71403 5.02960 0.51296 -0.82 -0.66 -0.64
N 0.55360 -2.93605 1.55336 -0.62 -1.08 -0.81
N 0.09010 2.01919 1.57352 -0.34 -0.85 -0.35
C -2.36427 2.42486 1.79976 -0.13 0.05 1.74
C -0.42389 -1.99122 1.56585 1.52 1.56 1.29
C -1.32592 1.53909 1.13031 0.53 -0.32 0.87
C -1.56107 0.12808 1.72974 -0.96 -0.62 -0.67
C -0.35501 -0.69820 2.02178 -1.32 -1.49 -1.58
C 0.15598 -4.34421 1.34575 0.23 0.21 0.41
H -1.24995 1.54365 0.00055 -0.40 0.10 1.33
H 1.47608 -2.77017 1.90409 0.11 0.39 0.22
H -0.75105 -4.30280 0.74699 -0.13 -0.23 0.14
H -3.11351 -2.31370 -2.83409 0.56 0.94 -0.18
H 0.79310 1.52930 0.79693 -0.19 1.28 0.67
H 0.35323 1.72904 2.53803 -0.57 0.50 -0.89
H -0.07651 -4.76108 2.35069 0.15 -0.32 -0.85
H 1.86357 2.72203 -2.93761 0.92 -0.15 0.17
H -3.92775 -3.35342 0.95331 0.72 0.00 -0.52
H -2.21623 0.18386 2.60923 0.33 0.55 0.09
H -3.23601 1.89538 2.23899 0.42 -0.11 -0.94
H 0.88614 -4.97655 0.77129 -0.39 0.85 0.82
H -3.51247 -4.45443 0.00873 0.21 0.09 0.04
H -1.40883 -2.28959 1.24166 0.15 -0.43 -0.48
H 0.41998 -0.19916 2.54160 0.82 -0.35 0.10
H -2.22510 -0.42604 1.01301 0.62 0.52 0.39
H 1.72102 2.37761 -0.75062 0.43 -0.32 0.00
H -2.24580 -2.85743 -1.83321 0.59 0.49 0.47
H 0.19120 0.83043 -3.31662 -0.51 -0.48 -0.34
H 1.90733 4.67533 -0.36731 0.83 0.06 -0.02
H 0.17491 3.04423 1.49426 0.13 -0.56 0.06
H 0.65956 -1.77382 -3.09150 -0.40 0.42 -0.49
H -2.76016 3.24245 1.23957 0.11 0.76 -0.37
H -0.65239 0.37888 -2.05210 -0.20 -0.54 -0.74
H 1.08708 1.05976 -1.07835 0.07 -0.13 -0.33
H 0.76639 5.15094 0.36813 -0.10 0.56 0.51
H 1.81296 -1.35654 4.54567 0.37 0.26 -0.08
H -1.89386 2.75353 2.76908 -0.36 0.28 -0.99
H 1.64886 -0.16096 3.64206 0.38 -0.08 0.21
H -0.82498 -1.68998 -3.26788 -0.69 0.12 -0.12
H 2.49915 -0.44853 -4.64359 0.57 0.43 -0.24
H 1.34825 -0.17669 -3.82551 0.02 0.12 0.12
H 3.31566 2.58197 -2.26289 0.00 -0.41 -0.52
```
Positions in Å, forces in eV/Å.

E_HOMO, Ha: -0.39162
Lowest unoccupied orbital energy, hartree: -0.0933
Charge: +1
E_tot, Ha: -1034.78842

---

Q: lowest unoccupied orbital energy of number 6 (C6H33N2O9)?
A: -0.0933 hartree